{"formula": "C13H37InN2O5P", "method": "wB97M-V/def2-TZVPD", "max_force_ev_per_a": 1.95, "total_charge": -1, "e_lumo_ev": 2.0621, "de_lowest_kcal_mol": 7.8, "species": ["C", "P", "O", "In", "H", "H", "H", "H", "H", "H", "H", "C", "O", "C", "C", "N", "C", "C", "O", "C", "H", "H", "H", "H", "H", "H", "H", "H", "H", "H", "H", "H", "H", "H", "H", "C", "O", "C", "C", "N", "C", "C", "O", "C", "H", "H", "H", "H", "H", "H", "H", "H", "H", "H", "H", "H", "H", "H", "H"], "positions_angstrom": [[-4.085, 1.092, -3.542], [-5.144, 2.628, -3.226], [-4.699, 3.764, -4.445], [-7.531, 1.788, -3.608], [-3.102, 1.442, -3.849], [-4.059, 0.530, -2.619], [-4.480, 0.479, -4.346], [-4.527, 4.543, -3.958], [-8.048, 1.803, -5.317], [-7.514, 0.078, -3.014], [-8.597, 2.828, -2.607], [-1.925, 2.787, -1.269], [-0.974, 2.272, -2.189], [-0.377, 3.247, -3.027], [1.065, 3.525, -2.632], [1.160, 4.237, -1.362], [2.492, 4.258, -0.756], [3.213, 2.936, -0.473], [2.676, 2.173, 0.590], [1.500, 1.439, 0.277], [-2.511, 1.951, -0.896], [-1.436, 3.264, -0.410], [-2.604, 3.494, -1.746], [-0.971, 4.164, -3.051], [-0.374, 2.829, -4.037], [1.535, 4.135, -3.411], [1.583, 2.559, -2.605], [0.514, 3.830, -0.703], [2.399, 4.788, 0.194], [3.140, 4.868, -1.396], [4.226, 3.193, -0.153], [3.325, 2.317, -1.370], [1.523, 1.040, -0.740], [0.612, 2.058, 0.421], [1.428, 0.606, 0.976], [1.668, -5.166, 5.459], [2.761, -4.911, 4.598], [2.796, -5.720, 3.428], [2.415, -4.941, 2.179], [0.998, -4.595, 2.159], [0.606, -3.601, 1.156], [1.293, -2.233, 1.131], [0.955, -1.364, 2.198], [1.603, -1.633, 3.427], [1.892, -4.704, 6.420], [0.741, -4.723, 5.084], [1.521, -6.238, 5.612], [2.172, -6.610, 3.548], [3.831, -6.052, 3.313], [2.636, -5.558, 1.302], [3.060, -4.057, 2.138], [0.724, -4.259, 3.069], [-0.463, -3.426, 1.288], [0.729, -4.058, 0.169], [0.938, -1.723, 0.232], [2.382, -2.304, 1.028], [2.635, -1.961, 3.284], [1.046, -2.372, 4.007], [1.612, -0.708, 4.004]], "mulliken_charge": [-0.92, -0.01, -0.55, 0.32, 0.12, 0.24, 0.46, 0.30, -0.32, -0.31, -0.31, -0.80, -0.22, -0.84, -0.19, -0.32, -0.81, -0.42, -0.44, 0.05, 0.21, 0.33, 0.32, 0.42, 0.38, 0.39, 0.14, 0.14, 0.38, 0.40, 0.34, 0.35, 0.21, 0.05, -0.06, -0.69, -0.34, -0.79, -0.16, -0.31, -1.09, -0.16, -0.43, -0.62, 0.24, 0.28, 0.33, 0.40, 0.39, 0.36, 0.15, 0.14, 0.42, 0.42, 0.33, 0.34, 0.32, 0.16, 0.32]}